{
  "formula": "C8H13N",
  "method": "wB97M-V/def2-TZVPD",
  "relative_energy_kcal_mol": 153.1,
  "smiles": "C1CN2[C@H]1CCC21CC1",
  "total_energy_ha": -367.1332,
  "gap_ev": 9.55,
  "multiplicity": 1,
  "symbols": ["C", "C", "N", "C", "C", "C", "C", "C", "C", "H", "H", "H", "H", "H", "H", "H", "H", "H", "H", "H", "H", "H"],
  "coordinates": [[-0.41, -2.22, 0.62], [-1.52, -1.09, 0.33], [-0.66, -0.53, -0.73], [0.53, -1.40, -0.17], [1.43, -0.51, 0.66], [0.73, 0.79, 0.90], [-0.13, 0.72, -0.41], [-0.73, 2.06, -0.65], [0.33, 1.72, -1.68], [-0.57, -3.28, 0.11], [-0.62, -2.50, 1.70], [-2.81, -1.29, 0.41], [-1.30, -0.36, 1.40], [0.97, -2.10, -0.81], [1.78, -1.03, 1.58], [2.25, -0.23, -0.12], [-0.08, 0.92, 1.56], [1.32, 1.83, 0.67], [-1.69, 2.25, -1.20], [-0.23, 2.76, 0.27], [-0.04, 1.45, -2.63], [1.44, 2.04, -1.81]]
}

***

{
  "formula": "C9H14",
  "method": "wB97M-V/def2-TZVPD",
  "relative_energy_kcal_mol": 14.0,
  "smiles": "Cc1ccccc1.CC",
  "total_energy_ha": -351.3080,
  "gap_ev": 10.12,
  "multiplicity": 1,
  "symbols": ["C", "C", "C", "C", "C", "C", "C", "H", "H", "H", "H", "H", "H", "H", "H", "C", "C", "H", "H", "H", "H", "H", "H"],
  "coordinates": [[1.54, 1.13, 1.58], [0.81, -0.18, 1.35], [-0.56, -0.28, 1.53], [-1.08, -1.59, 1.35], [-0.30, -2.65, 0.97], [1.07, -2.48, 0.73], [1.61, -1.24, 0.95], [0.82, 1.97, 1.53], [2.32, 1.43, 0.86], [2.11, 1.25, 2.48], [-1.29, 0.49, 1.77], [-2.13, -1.84, 1.54], [-0.69, -3.66, 0.87], [1.70, -3.27, 0.36], [2.66, -1.02, 0.81], [-1.49, 1.13, -2.83], [-0.65, 1.85, -1.78], [-0.85, 0.88, -3.68], [-2.04, 0.26, -2.43], [-2.25, 1.78, -3.28], [0.31, 2.03, -2.25], [-0.45, 1.24, -0.89], [-1.16, 2.78, -1.52]]
}

***

How do the records compare in E_LUMO? In the order shown, they have 1.1, 1.0 eV.